Entry 1:
A 2-piece molecular cluster, CH5N2PS overall in a non-equilibrium geometry, computed with ωB97M-V/def2-TZVPD.

The SMILES is N=C=S.NP. For the HOMO energy, the calculation gives -9.34 eV.

Structure (ORCA input):
```
! wB97M-V def2-TZVPD RIJCOSX def2/J DEFGRID3
* xyz 0 1
N 1.919 1.581 0.065
C 2.223 0.402 -0.020
S 2.371 -1.128 -0.091
H 2.469 2.409 -0.364
N -1.280 -0.699 0.901
P -1.078 0.021 -0.733
H -1.234 -0.008 1.663
H -2.211 -1.112 1.018
H -2.403 -0.271 -1.090
H -0.776 -1.196 -1.350
*
```

Atom charges from the Mulliken analysis, given in e for atoms 1 to 2: -0.4572 0.4623

Entry 2:
A 7-piece molecular cluster, C2H14NO9 overall in a non-equilibrium geometry, computed with ωB97M-V/def2-TZVPD.

For the HOMO energy (spin up / spin down), the calculation gives -11.42 / -10.74 eV.

Structure (ORCA input):
```
! wB97M-V def2-TZVPD RIJCOSX def2/J DEFGRID3
* xyz 0 2
O 1.970 -2.108 -0.955
C 1.064 -2.552 -0.302
N 0.006 -1.802 0.227
C -0.015 -0.395 0.383
O 0.931 0.282 0.060
O -1.109 -0.016 0.983
H 0.979 -3.620 -0.102
H -0.788 -2.253 0.679
H -2.645 -1.978 -0.519
H -3.172 -1.256 0.709
O -3.263 -2.068 0.210
H 2.819 0.224 1.320
H 2.150 1.147 2.246
O 2.979 1.064 1.742
H -2.428 0.809 -0.437
H -3.493 0.231 -1.196
O -3.351 0.592 -0.312
H -0.264 1.974 -1.513
H -1.689 2.532 -1.334
O -0.908 2.563 -1.907
H 2.666 0.989 -1.472
H 2.652 -0.354 -0.868
O 3.287 0.352 -1.081
H 0.125 2.194 1.111
H -1.264 1.883 1.040
O -0.706 2.689 1.038
*
```

Atom charges from the Mulliken analysis, given in e for atoms 1 to 2: -0.4485 -0.0034

Entry 3:
An isolated ion of composition C4H10N4 and charge +2, computed with ωB97M-V/def2-TZVPD.

The SMILES is N[C@H]1[NH2+]C=CNC1=[NH2+]. For the HOMO energy, the calculation gives -18.63 eV.

Structure (ORCA input):
```
! wB97M-V def2-TZVPD RIJCOSX def2/J DEFGRID3
* xyz 2 1
N -0.448 -1.576 -0.920
C -0.332 -0.908 0.266
N 1.205 -0.709 0.743
C 1.880 0.365 0.032
C 1.183 1.404 -0.408
N -0.199 1.497 -0.232
C -0.957 0.484 0.151
N -2.245 0.593 0.333
H -0.184 -1.148 -1.793
H -0.472 -2.584 -0.938
H -0.786 -1.471 1.090
H 1.703 -1.599 0.586
H 1.243 -0.530 1.759
H 2.947 0.281 -0.102
H 1.656 2.231 -0.917
H -0.622 2.404 -0.423
H -2.826 -0.199 0.588
H -2.744 1.466 0.183
*
```

Atom charges from the Mulliken analysis, given in e for atoms 1 to 2: -0.4167 -0.3303

Entry 4:
A 5-piece molecular cluster, C24H50O9P overall in a non-equilibrium geometry, computed with ωB97M-V/def2-TZVPD.

For the HOMO energy, the calculation gives -3.94 eV.

Structure (ORCA input):
```
! wB97M-V def2-TZVPD RIJCOSX def2/J DEFGRID3
* xyz -1 1
C 1.202 0.769 0.940
C 0.293 -0.047 0.089
O 0.308 -1.226 0.192
O -0.459 0.643 -0.797
C -1.843 0.747 -0.381
C -2.040 1.606 0.828
O -1.490 2.867 0.659
P -2.012 3.825 2.077
O -3.423 2.791 2.263
C -3.439 1.660 1.423
C -4.578 1.838 0.443
C -5.915 1.849 1.171
C -7.091 1.437 0.297
O -5.875 1.038 2.342
H 1.647 0.137 1.688
H 0.678 1.586 1.422
H 1.938 1.222 0.289
H -2.344 1.204 -1.224
H -2.230 -0.261 -0.244
H -1.458 1.147 1.641
H -2.463 4.638 3.192
H -2.682 4.710 1.143
H -0.828 4.692 1.968
H -1.208 3.000 2.965
H -3.506 0.753 2.009
H -4.522 1.074 -0.328
H -4.443 2.811 -0.016
H -6.096 2.864 1.498
H -6.859 0.666 -0.432
H -7.904 1.045 0.899
H -7.501 2.270 -0.258
H -6.717 0.578 2.440
C 6.779 0.318 1.544
C 6.099 -0.593 2.562
C 4.701 -0.001 2.628
O 4.434 0.546 1.334
C 5.638 0.588 0.571
H 7.649 -0.128 1.063
H 7.094 1.247 2.025
H 6.053 -1.613 2.176
H 6.597 -0.616 3.531
H 4.645 0.810 3.363
H 3.942 -0.744 2.872
H 5.585 -0.189 -0.201
H 5.720 1.559 0.079
C 1.161 -0.573 -3.695
C 2.062 -1.507 -2.913
C 3.122 -1.857 -3.947
O 3.246 -0.712 -4.801
C 2.161 0.194 -4.543
H 0.550 0.066 -3.060
H 0.493 -1.150 -4.341
H 2.503 -0.976 -2.066
H 1.547 -2.385 -2.528
H 2.813 -2.713 -4.559
H 4.094 -2.082 -3.504
H 2.556 1.062 -4.005
H 1.744 0.537 -5.491
C -5.814 0.436 -3.960
C -4.642 1.265 -3.452
C -5.072 2.678 -3.815
O -6.502 2.692 -3.750
C -6.986 1.353 -3.646
H -5.900 -0.539 -3.482
H -5.731 0.280 -5.039
H -4.560 1.168 -2.371
H -3.683 0.991 -3.891
H -4.767 2.937 -4.836
H -4.674 3.430 -3.134
H -7.342 1.196 -2.623
H -7.826 1.217 -4.330
C 5.429 -5.232 4.184
C 4.833 -5.714 2.866
C 3.830 -4.612 2.561
O 4.364 -3.405 3.116
C 5.467 -3.725 3.972
H 6.410 -5.652 4.403
H 4.759 -5.479 5.011
H 5.607 -5.744 2.095
H 4.373 -6.699 2.925
H 2.865 -4.812 3.037
H 3.665 -4.470 1.493
H 6.391 -3.421 3.469
H 5.378 -3.163 4.903
*
```

Atom charges from the Mulliken analysis, given in e for atoms 1 to 2: -0.5970 0.7405

Entry 5:
An isolated ion of composition C8H12NO and charge +1 in a non-equilibrium geometry, computed with ωB97M-V/def2-TZVPD.

The SMILES is C/C=[NH+]/CCc1ccoc1. For the HOMO energy, the calculation gives -12.40 eV.

Structure (ORCA input):
```
! wB97M-V def2-TZVPD RIJCOSX def2/J DEFGRID3
* xyz 1 1
C -1.462 -2.198 -0.410
C -0.839 -1.082 0.242
N -1.269 0.113 -0.027
C -0.937 1.352 0.537
C 0.337 1.892 -0.228
C 1.399 0.825 -0.068
C 2.081 0.335 1.120
C 3.129 -0.446 0.760
O 3.260 -0.437 -0.605
C 2.195 0.310 -1.099
H -0.984 -2.238 -1.325
H -2.535 -2.149 -0.676
H -1.234 -3.159 0.203
H -0.103 -1.290 1.143
H -1.909 0.229 -0.792
H -0.726 1.270 1.604
H -1.847 2.097 0.231
H 0.683 2.814 0.110
H 0.071 2.023 -1.336
H 1.795 0.219 2.166
H 3.895 -1.040 1.337
H 2.194 0.317 -2.162
*
```

Atom charges from the Mulliken analysis, given in e for atoms 1 to 2: -1.1788 0.4458

What did the second record say?
A 7-piece molecular cluster, C2H14NO9 overall in a non-equilibrium geometry, computed with ωB97M-V/def2-TZVPD.

For the HOMO energy (spin up / spin down), the calculation gives -11.42 / -10.74 eV.

Structure (ORCA input):
```
! wB97M-V def2-TZVPD RIJCOSX def2/J DEFGRID3
* xyz 0 2
O 1.970 -2.108 -0.955
C 1.064 -2.552 -0.302
N 0.006 -1.802 0.227
C -0.015 -0.395 0.383
O 0.931 0.282 0.060
O -1.109 -0.016 0.983
H 0.979 -3.620 -0.102
H -0.788 -2.253 0.679
H -2.645 -1.978 -0.519
H -3.172 -1.256 0.709
O -3.263 -2.068 0.210
H 2.819 0.224 1.320
H 2.150 1.147 2.246
O 2.979 1.064 1.742
H -2.428 0.809 -0.437
H -3.493 0.231 -1.196
O -3.351 0.592 -0.312
H -0.264 1.974 -1.513
H -1.689 2.532 -1.334
O -0.908 2.563 -1.907
H 2.666 0.989 -1.472
H 2.652 -0.354 -0.868
O 3.287 0.352 -1.081
H 0.125 2.194 1.111
H -1.264 1.883 1.040
O -0.706 2.689 1.038
*
```

Atom charges from the Mulliken analysis, given in e for atoms 1 to 2: -0.4485 -0.0034